[1]
{
  "formula": "C29H35KN6O2S3Se",
  "method": "ωB97M-V with the def2-TZVPD basis set",
  "total_charge": -2,
  "gap_ev": 6.2,
  "energy_ev": -157855.5382,
  "homo_ev": -2.5,
  "relative_energy_kcal_mol": 17.3,
  "symbols": ["K", "C", "C", "C", "C", "C", "C", "C", "C", "C", "C", "H", "H", "H", "H", "H", "H", "H", "H", "H", "H", "H", "H", "H", "H", "N", "N", "C", "O", "O", "H", "H", "H", "C", "N", "C", "C", "C", "C", "C", "C", "C", "C", "H", "H", "H", "H", "H", "H", "H", "H", "H", "H", "H", "H", "H", "S", "C", "S", "C", "N", "N", "C", "C", "C", "C", "C", "C", "S", "H", "H", "H", "H", "H", "Se", "C", "N"],
  "positions_angstrom": [[-0.038, -0.055, -0.057], [-1.490, -3.847, 2.047], [-2.810, -3.101, 1.817], [-3.404, -3.575, 0.488], [-2.637, -1.589, 1.881], [-1.690, -1.008, 2.720], [-1.540, 0.370, 2.807], [-2.345, 1.229, 2.071], [-2.180, 2.724, 2.140], [-3.308, 0.657, 1.244], [-3.443, -0.720, 1.143], [-1.647, -4.923, 1.935], [-1.081, -3.675, 3.042], [-0.759, -3.523, 1.303], [-3.510, -3.379, 2.618], [-2.756, -3.277, -0.339], [-4.406, -3.184, 0.313], [-3.472, -4.665, 0.483], [-1.036, -1.625, 3.320], [-0.770, 0.770, 3.458], [-2.103, 3.135, 1.132], [-1.281, 2.988, 2.697], [-3.041, 3.189, 2.626], [-3.942, 1.298, 0.645], [-4.192, -1.109, 0.465], [-1.702, -2.002, -2.710], [-0.876, -3.132, -2.481], [0.143, -3.100, -1.508], [1.067, -3.931, -1.664], [-0.007, -2.282, -0.559], [-2.093, -1.735, -1.814], [-1.133, -1.210, -3.003], [-0.591, -3.569, -3.339], [4.653, -3.072, -0.441], [4.128, -1.865, 0.230], [3.690, -0.851, -0.766], [3.015, -2.170, 1.217], [2.977, -1.037, 2.212], [4.019, -1.083, 3.151], [4.244, -0.026, 4.014], [3.413, 1.081, 3.911], [2.380, 1.091, 2.983], [2.065, 0.041, 2.086], [5.461, -2.790, -1.115], [3.830, -3.525, -1.003], [5.025, -3.776, 0.304], [4.864, -1.441, 0.793], [2.946, -1.303, -1.415], [4.529, -0.507, -1.370], [3.241, -0.008, -0.248], [3.285, -3.108, 1.707], [2.094, -2.304, 0.653], [4.677, -1.953, 3.202], [5.055, -0.055, 4.733], [3.585, 1.937, 4.558], [1.762, 1.989, 2.961], [-3.336, 2.544, -7.104], [-3.012, 2.744, -5.483], [-2.616, 1.426, -4.429], [-2.422, 2.558, -3.028], [-2.626, 3.777, -3.414], [-2.956, 3.893, -4.754], [-3.113, 5.230, -5.200], [-2.390, 6.221, -4.530], [-2.500, 7.545, -4.913], [-3.337, 7.910, -5.959], [-4.074, 6.930, -6.605], [-3.974, 5.598, -6.233], [-2.096, 2.016, -1.484], [-1.746, 5.925, -3.717], [-1.925, 8.300, -4.391], [-3.416, 8.946, -6.264], [-4.744, 7.201, -7.413], [-4.555, 4.849, -6.741], [4.276, 1.448, -3.913], [2.759, 1.170, -3.018], [1.809, 0.960, -2.379]]
}

[2]
{
  "formula": "C29H35N7P2Pd",
  "method": "ωB97M-V with the def2-TZVPD basis set",
  "total_charge": 0,
  "gap_ev": [5.7, 5.7],
  "multiplicity": 3,
  "energy_ev": -63117.4975,
  "homo_ev": [-6.2, -7.0],
  "relative_energy_kcal_mol": 26.6,
  "s2": 2.02,
  "symbols": ["Pd", "C", "C", "C", "C", "C", "C", "C", "C", "C", "H", "H", "H", "H", "H", "H", "H", "H", "H", "H", "H", "H", "H", "H", "H", "P", "P", "N", "N", "N", "N", "C", "C", "C", "C", "C", "C", "C", "C", "C", "C", "C", "C", "C", "C", "C", "C", "C", "C", "H", "H", "H", "H", "H", "H", "H", "H", "H", "H", "H", "H", "H", "H", "H", "H", "H", "H", "H", "H", "N", "C", "N", "C", "N"],
  "positions_angstrom": [[0.052, 1.005, -4.275], [-1.348, 1.481, -5.714], [-1.198, 0.094, -5.795], [-0.399, -0.607, -6.841], [0.967, 0.020, -7.108], [1.524, 0.746, -5.907], [1.342, 2.104, -5.584], [0.399, 3.058, -6.275], [-0.893, 2.408, -6.788], [0.991, 1.072, -1.321], [-2.191, 1.817, -5.104], [-2.028, -0.443, -5.371], [-0.975, -0.723, -7.765], [-0.250, -1.636, -6.500], [1.652, -0.800, -7.358], [0.969, 0.692, -7.976], [2.431, 0.274, -5.523], [2.054, 2.660, -4.941], [0.928, 3.572, -7.086], [0.149, 3.852, -5.527], [-1.658, 3.190, -6.911], [-0.749, 1.841, -7.718], [0.214, 1.854, -1.172], [1.976, 1.527, -1.058], [0.728, 0.210, -0.690], [1.592, -0.453, -2.800], [-1.761, -0.605, -2.092], [3.321, 0.526, -3.368], [2.446, -1.766, -1.954], [-2.965, 0.550, -2.725], [-2.901, -1.713, -1.471], [0.517, -1.684, -3.744], [-0.971, -1.850, -3.279], [3.261, 1.893, -3.117], [4.336, 2.545, -3.708], [5.105, 1.542, -4.358], [4.484, 0.309, -4.116], [3.221, -1.421, -0.838], [4.107, -2.444, -0.564], [3.875, -3.477, -1.529], [2.876, -3.037, -2.361], [-2.827, 1.920, -2.400], [-3.636, 2.696, -3.203], [-4.319, 1.785, -4.079], [-3.932, 0.476, -3.753], [-4.040, -2.234, -2.096], [-4.685, -3.040, -1.171], [-3.898, -3.054, 0.034], [-2.755, -2.332, -0.213], [0.972, -2.683, -3.815], [0.605, -1.294, -4.783], [-1.628, -1.959, -4.165], [-1.009, -2.807, -2.732], [2.448, 2.346, -2.578], [4.445, 3.619, -3.703], [5.951, 1.705, -5.008], [4.769, -0.683, -4.460], [3.012, -0.498, -0.309], [4.838, -2.435, 0.248], [4.416, -4.423, -1.616], [2.372, -3.554, -3.181], [-2.152, 2.204, -1.648], [-3.638, 3.773, -3.195], [-5.008, 2.074, -4.854], [-4.382, -0.458, -4.053], [-4.284, -2.014, -3.124], [-5.596, -3.554, -1.351], [-4.149, -3.483, 0.992], [-1.870, -2.163, 0.375], [-1.670, 0.294, -0.458], [-1.763, 0.306, 0.737], [-2.004, 0.586, 1.944], [-1.546, 0.031, 3.052], [-1.141, -0.405, 4.067]]
}